This record from the OMol25 dataset describes a gas-phase ion, C5H10N5 (charge +1). The level of theory is ωB97M-V/def2-TZVPD.

Atoms and positions in Å:
C: 0.4370 1.8346 2.6483
C: -1.4412 -0.9451 -0.1648
C: -0.6978 0.1221 -0.9081
C: -0.3362 -2.0347 0.0249
C: 0.8194 -0.0993 -0.6203
N: 0.0565 0.9035 1.8147
N: 1.3865 2.5624 2.0400
N: 0.8386 0.9990 0.8367
N: 1.6154 2.0597 0.8607
N: 0.9274 -1.3169 -0.2511
H: -0.0814 2.1221 3.4474
H: -1.7700 -0.7438 0.8305
H: -2.2745 -1.2634 -0.7906
H: -0.9450 0.0992 -2.0244
H: -1.0355 0.9634 -0.4789
H: -0.2272 -2.5216 1.0901
H: -0.4054 -2.9176 -0.5795
H: 1.6057 0.4517 -1.0139
H: 1.7926 3.4403 2.2844
H: 1.7688 -1.8260 -0.2283

Its SMILES is c1n[n+]([C@@H]2CCCN2)n[nH]1. For the energy above the lowest of the compared OMol25 structures with the same formula, charge and spin, the calculation gives 212.7 kJ/mol. The molecular weight comes out at 140.2 g/mol. Its spin multiplicity is 1. The total charge is +1. As for the HOMO energy: -0.51197 hartree. Its largest force on an atom is 0.081 hartree/bohr.

Atomic partial charges in e from the natural (NBO) method, atoms 1 to 2: atom 1 (C): 0.180, atom 2 (C): -0.426



This record from the OMol25 dataset describes a molecular structure, C3H6INS2. The level of theory is ωB97M-V/def2-TZVPD.

Atoms and positions in Å:
C: 1.1663 -1.2693 -0.0574
C: -0.4023 0.8723 -1.3789
C: 0.2510 -1.2371 1.0693
N: -1.2648 1.0827 -0.3021
S: 1.3242 0.4542 -0.8906
S: -0.7705 1.8069 1.0385
I: 0.5137 -0.3763 2.9669
H: 2.2093 -1.3890 0.1626
H: 0.8185 -1.9633 -0.7120
H: -0.8240 -0.1053 -1.8860
H: -0.1881 1.6358 -2.1649
H: -0.8281 -1.2109 0.6717
H: -2.0053 1.6993 1.4828

For the energy above the lowest of the compared OMol25 structures with the same formula, charge and spin, the calculation gives 274.8 kJ/mol. The molecular weight comes out at 247.1 g/mol. Its spin multiplicity is 1. As for the HOMO energy (spin up / spin down): -0.29596 / -0.28628 hartree. Its largest force on an atom is 0.076 hartree/bohr.

Atomic partial charges in e from the natural (NBO) method, atoms 1 to 2: atom 1 (C): -0.574, atom 2 (C): -0.394



no.,total energy (a.u.)
1,-469.9688
2,-1266.5645